Record 1
128
Properties=species:S:1:pos:R:3:forces:R:3 method="wB97M-V/def2-TZVPD" total_energy_ev=-116766.1927 homo_lumo_gap_ev=8.78 total_charge=0 homo_ev=-8.852 e_lumo_ev=-0.070 multiplicity=1 smiles="COP(=O)(OC)OC.COP(=O)(OC)OC.COP(=O)(OC)OC.COP(=O)(OC)OC.CNC(C)=O.CNC(C)=O.CNC(C)=O.CNC(C)=O.CNC(C)=O"
C 1.4350 -0.4674 4.7261 0.50 0.16 -0.33
C 0.3385 0.5573 4.9336 0.15 0.03 0.69
O 0.6015 1.7101 5.2777 -0.01 -0.12 -0.32
N -0.9122 0.1131 4.7770 -0.53 -0.11 0.02
C -2.0902 0.9602 4.8487 0.13 0.07 -0.04
H 1.4820 -1.2405 5.4923 -0.24 0.08 0.13
H 2.3774 0.0791 4.7353 -0.02 -0.06 0.12
H 1.3765 -0.9691 3.7583 -0.28 0.02 0.04
H -1.1005 -0.8833 4.6836 0.32 0.06 -0.15
H -1.9003 1.8979 5.3643 0.29 -0.08 0.06
H -2.8673 0.4289 5.3956 -0.13 0.01 -0.17
H -2.4184 1.2040 3.8358 -0.25 -0.03 0.08
C 0.9007 4.7502 3.7138 -0.13 0.34 -0.49
C 2.2627 4.2133 3.3000 -1.04 0.48 -0.40
O 2.7658 4.5852 2.2489 0.37 -0.24 0.16
N 2.7932 3.2902 4.1111 0.43 -0.73 0.56
C 3.9465 2.5121 3.7110 0.63 0.98 -0.48
H 0.4218 4.2496 4.5516 0.18 0.04 0.13
H 0.2444 4.6788 2.8417 0.06 -0.28 0.02
H 0.9590 5.8318 3.8483 0.18 -0.08 0.37
H 2.2484 2.9416 4.8867 -0.21 0.03 -0.19
H 4.1072 1.6528 4.3540 -0.31 -0.13 -0.03
H 4.8555 3.1220 3.7641 -0.04 -0.02 0.14
H 3.8709 2.2651 2.6497 -0.13 -0.39 0.10
C -1.2175 -3.4529 6.7751 0.36 0.10 0.56
C -1.5728 -3.6098 5.3255 0.10 0.10 -0.13
O -1.5178 -2.6899 4.5170 0.09 0.03 -0.08
N -1.9157 -4.8506 4.9241 -0.51 -0.20 -0.43
C -2.2279 -5.1513 3.5339 0.54 -0.37 0.03
H -0.4713 -2.6764 6.9466 -0.06 0.11 -0.46
H -0.7687 -4.3654 7.1677 -0.34 -0.10 0.10
H -2.0751 -3.1432 7.3734 -0.14 -0.27 -0.06
H -2.2427 -5.5470 5.5701 0.34 0.20 0.41
H -2.9986 -4.5257 3.0888 -0.11 0.06 0.26
H -2.5124 -6.2021 3.5153 -0.23 0.09 -0.17
H -1.3244 -5.0743 2.9260 -0.04 0.18 0.00
C -2.9978 3.5856 -0.8793 -0.17 -0.40 -0.37
C -2.0912 4.7596 -1.1708 -0.52 0.78 0.66
O -2.4606 5.9037 -0.9399 0.09 -0.05 -0.22
N -0.8499 4.4603 -1.6058 0.33 -0.72 -0.86
C 0.0715 5.4065 -2.1969 0.11 0.62 0.73
H -4.0464 3.8509 -0.9979 0.10 0.34 -0.09
H -2.8944 3.2514 0.1541 0.28 -0.06 -0.03
H -2.7950 2.7655 -1.5703 0.09 -0.13 0.28
H -0.6802 3.5028 -1.8844 -0.17 -0.14 0.29
H 0.0637 5.4068 -3.2872 -0.07 -0.17 -0.03
H 1.0749 5.1969 -1.8240 0.06 -0.06 -0.21
H -0.1747 6.4107 -1.8538 -0.14 -0.06 -0.04
C 3.4341 -0.6389 1.6767 0.29 -0.23 0.92
C 4.7949 -0.8732 1.0827 -0.17 0.19 -1.02
O 4.9781 -0.7874 -0.1253 0.00 -0.13 0.20
N 5.7925 -1.1886 1.9383 0.25 0.05 0.21
C 7.1643 -1.3950 1.5269 0.33 0.02 -0.05
H 2.9429 0.2017 1.1971 0.03 -0.04 0.00
H 3.5430 -0.4826 2.7549 -0.19 0.26 -0.12
H 2.8115 -1.5305 1.5849 0.08 -0.04 -0.34
H 5.6546 -1.0537 2.9241 -0.24 -0.08 -0.02
H 7.2756 -1.3884 0.4470 -0.42 -0.03 -0.05
H 7.5148 -2.3596 1.8949 0.12 0.07 0.04
H 7.8043 -0.5917 1.8986 0.02 -0.11 0.15
C -2.4310 -5.7554 -3.4118 -0.12 -0.15 -1.32
O -2.4659 -4.3801 -3.0351 0.09 0.07 0.57
P -1.2202 -3.7635 -2.2518 0.68 0.04 -0.33
O 0.0861 -4.1220 -2.8080 -0.37 -0.06 0.25
O -1.3838 -4.1998 -0.7298 0.24 0.20 0.01
C -2.6269 -4.0332 -0.0764 -0.98 -0.21 0.49
O -1.5772 -2.2233 -2.2427 0.24 -0.06 0.16
C -1.5777 -1.5527 -3.5162 -0.53 -0.31 -0.74
H -3.1556 -5.8412 -4.2238 -0.20 -0.12 0.29
H -2.6820 -6.4469 -2.6116 0.02 0.19 0.24
H -1.4823 -6.0252 -3.8782 0.21 0.11 0.40
H -2.5457 -4.0673 1.0129 0.74 0.13 -0.18
H -3.2913 -4.8747 -0.2960 -0.06 0.23 -0.41
H -3.0900 -3.0754 -0.3175 -0.06 -0.10 -0.21
H -2.6185 -1.2966 -3.7024 0.06 0.22 -0.22
H -1.2301 -2.2129 -4.3130 -0.08 -0.16 0.09
H -0.9451 -0.6703 -3.5835 0.00 0.06 0.80
C -7.0001 3.3804 -2.4261 -0.20 0.17 -0.29
O -5.9490 2.3950 -2.4617 -0.60 -0.52 0.14
P -6.4306 0.8887 -2.6791 0.15 0.25 0.30
O -7.3102 0.6133 -3.8200 0.43 0.01 0.44
O -5.0495 0.1166 -2.7006 -0.37 -0.11 -0.18
C -4.2253 0.0505 -1.5372 0.77 0.10 0.17
O -7.0603 0.5711 -1.2357 -0.07 0.24 -0.23
C -7.6424 -0.7124 -0.9948 0.27 -0.21 -0.06
H -7.9818 2.9396 -2.6051 0.09 -0.11 -0.14
H -6.7813 4.0878 -3.2219 -0.09 0.14 0.10
H -7.0539 3.8812 -1.4615 0.39 -0.07 0.06
H -4.2847 -0.9340 -1.0722 -0.24 -0.02 -0.07
H -4.4484 0.8250 -0.8051 -0.21 0.00 -0.06
H -3.1928 0.1932 -1.8551 -0.04 0.03 -0.04
H -6.9568 -1.2803 -0.3629 -0.02 -0.06 -0.06
H -7.8030 -1.2404 -1.9348 -0.11 -0.05 0.05
H -8.5835 -0.6012 -0.4624 -0.04 0.19 -0.09
C 1.8981 -0.3880 -2.3548 -0.15 0.44 -0.35
O 0.9391 -0.6474 -1.3158 0.11 0.08 0.42
P 0.0530 0.4918 -0.6918 0.60 -0.82 0.47
O -0.5469 1.4246 -1.6517 -0.19 -0.09 0.33
O -0.9863 -0.3377 0.1885 -0.24 0.93 -0.64
C -0.5788 -1.2205 1.2128 0.21 -0.89 0.51
O 1.0491 1.1161 0.4026 -0.60 0.00 -0.44
C 0.4622 2.0360 1.3283 -0.53 0.37 0.64
H 2.0563 0.6845 -2.4932 -0.16 -0.04 -0.02
H 1.4809 -0.8158 -3.2641 0.32 -0.04 -0.06
H 2.8633 -0.8158 -2.1030 -0.25 -0.35 0.19
H -0.8995 -2.2302 0.9555 0.12 0.03 -0.17
H -1.0479 -0.9903 2.1713 -0.08 0.41 -0.18
H 0.5023 -1.2361 1.3555 0.00 0.11 -0.12
H 0.7149 3.0616 1.0711 0.21 -0.05 -0.02
H 0.7778 1.7932 2.3453 0.48 0.04 -0.15
H -0.6296 1.9601 1.3862 0.02 -0.10 -0.42
C 6.8320 1.1809 -6.3254 -0.06 0.71 -0.12
O 5.4316 1.1162 -6.0238 -0.02 -0.25 0.39
P 4.8001 -0.3096 -5.6753 -0.42 -0.11 0.08
O 4.8827 -1.2850 -6.7612 0.13 0.05 0.20
O 5.4490 -0.7977 -4.3170 0.20 0.41 -0.58
C 5.5008 0.0698 -3.1601 -0.73 -0.04 -0.33
O 3.3233 0.1125 -5.2304 0.49 -0.26 -0.12
C 2.3887 0.4672 -6.2591 0.18 0.81 0.01
H 7.2472 2.0083 -5.7483 0.02 -0.15 0.15
H 6.9393 1.4592 -7.3723 0.06 -0.34 -0.08
H 7.3586 0.2601 -6.0887 -0.03 -0.09 -0.10
H 6.5025 0.0484 -2.7466 -0.03 -0.20 0.11
H 4.7428 -0.3249 -2.4950 0.43 0.12 0.48
H 5.2279 1.0972 -3.4104 0.12 -0.04 -0.14
H 2.7644 0.2311 -7.2533 -0.09 -0.38 0.05
H 2.2689 1.5526 -6.2254 -0.16 -0.06 0.06
H 1.4388 -0.0129 -6.0468 0.03 -0.15 -0.08


Record 2
71
Properties=species:S:1:pos:R:3:forces:R:3 method="wB97M-V/def2-TZVPD" total_energy_ev=-256833.6426 homo_lumo_gap_ev=6.99 total_charge=+1 homo_ev=-10.446 e_lumo_ev=-3.451 multiplicity=1
Ta 0.1344 0.7338 -0.0146 -0.10 0.00 0.10
S -0.5231 -0.0039 2.2136 0.01 0.01 -0.05
S 0.2184 1.2371 3.6774 0.00 0.00 0.00
S -0.5435 2.9756 2.9418 0.00 0.00 -0.01
S 0.4442 2.9498 1.1290 -0.01 0.00 0.02
C -0.1586 2.6364 -3.5028 0.01 0.00 0.02
C 0.0821 1.1872 -3.9005 -0.01 0.00 -0.01
S -0.3266 -0.0512 -2.6587 -0.01 0.00 0.01
C -2.1370 -0.0781 -2.6727 0.00 0.00 0.00
C -2.8638 1.1394 -2.1242 0.00 0.00 -0.01
S -2.3806 1.5861 -0.4266 0.02 0.01 -0.01
C -2.3388 3.3812 -0.5100 -0.01 0.01 -0.01
C -1.2293 4.0365 -1.3454 -0.01 -0.02 0.02
S 0.2082 3.0047 -1.7482 0.02 0.03 -0.04
H -1.1892 2.9214 -3.6920 0.00 0.00 0.00
H 0.4728 3.2885 -4.1072 0.00 0.00 0.00
H 1.1361 1.0139 -4.1057 0.00 0.01 0.00
H -0.4607 0.9539 -4.8178 0.00 -0.01 0.00
H -2.3957 -0.9664 -2.0985 0.00 0.00 0.00
H -2.4477 -0.2557 -3.7036 0.00 0.00 0.00
H -3.9319 0.9203 -2.1008 0.00 0.00 0.00
H -2.7190 2.0141 -2.7532 0.00 0.00 0.00
H -2.2539 3.6722 0.5353 0.01 0.01 0.00
H -3.3190 3.7067 -0.8607 0.00 -0.01 0.01
H -0.8398 4.8929 -0.8009 0.01 0.00 0.00
H -1.6104 4.4041 -2.2965 -0.01 0.00 0.00
C 3.5300 -3.4632 -0.5906 0.00 0.00 0.00
C 2.1087 -3.8849 -0.3675 0.00 0.01 -0.01
C 1.8143 -5.2628 -0.2234 0.01 0.00 0.01
C 0.5358 -5.6514 0.0140 -0.01 0.00 0.00
C -0.4820 -4.6745 0.1170 0.00 0.01 0.00
C -1.8387 -4.9809 0.3879 0.01 -0.01 0.00
Br -2.3939 -6.7701 0.6244 0.00 0.00 0.00
C -2.7680 -3.9939 0.4870 -0.01 0.00 0.00
C -2.3834 -2.6526 0.3107 0.03 0.01 0.00
Br -3.7383 -1.3506 0.4771 0.00 -0.01 0.00
C -1.0867 -2.2894 0.0343 -0.09 0.02 0.08
O -0.7446 -1.0118 -0.1847 0.14 -0.06 -0.14
C -0.1009 -3.3254 -0.0593 0.00 0.01 0.00
N 1.1836 -2.9562 -0.3041 0.00 0.00 0.00
H 3.8913 -3.8227 -1.5564 0.00 0.00 0.00
H 4.1792 -3.8868 0.1774 0.00 0.00 0.00
H 3.6110 -2.3814 -0.5633 0.01 0.00 0.00
H 2.6141 -5.9878 -0.2962 0.00 0.00 0.00
H 0.2826 -6.6952 0.1346 0.00 0.00 0.00
H -3.8011 -4.2249 0.7014 0.00 0.00 0.00
C 3.3857 2.0885 -2.6021 0.01 0.00 0.00
Si 3.2604 0.4462 -1.7124 -0.02 0.01 -0.02
C 2.8164 -0.9547 -2.8765 0.02 0.00 -0.01
C 4.9472 0.1324 -0.9861 0.00 -0.01 0.01
N 2.0461 0.5469 -0.3853 0.02 0.00 0.06
C 2.7012 0.4910 0.9298 0.00 0.00 -0.04
C 2.7138 -0.6907 1.6586 0.00 0.01 0.00
C 3.3998 -0.7516 2.8633 0.01 0.00 0.00
C 4.0897 0.3569 3.3311 0.00 -0.01 0.00
C 4.0835 1.5365 2.5971 0.00 0.00 0.00
C 3.3839 1.6081 1.4058 0.00 0.01 0.01
H 4.2507 2.0362 -3.2697 0.00 0.01 -0.01
H 3.5704 2.8966 -1.8910 0.00 0.00 0.00
H 2.5306 2.3770 -3.2113 0.00 0.00 0.00
H 2.3524 -0.6390 -3.8111 0.00 0.00 0.00
H 2.1611 -1.6804 -2.3936 0.00 0.00 0.01
H 3.7420 -1.4679 -3.1490 -0.01 -0.01 0.00
H 5.6253 -0.1071 -1.8100 0.00 0.00 0.00
H 4.9757 -0.6928 -0.2747 0.00 0.00 0.00
H 5.3377 1.0150 -0.4788 0.00 0.00 0.00
H 2.1759 -1.5469 1.2752 0.00 -0.01 0.00
H 3.3981 -1.6719 3.4329 0.00 0.00 0.00
H 4.6290 0.3054 4.2676 0.00 0.00 0.00
H 4.6175 2.4054 2.9581 0.00 0.00 0.00
H 3.3635 2.5286 0.8359 0.00 0.00 0.00


Record 3
15
Properties=species:S:1:pos:R:3:forces:R:3 method="wB97M-V/def2-TZVPD" total_energy_ev=-89696.2731 homo_lumo_gap_ev=8.54 total_charge=0 homo_ev=-8.308 e_lumo_ev=0.228 multiplicity=1 smiles="Br[C@H]1CC=CS1.N=C=O"
C -0.8680 -1.1488 0.2905 -0.21 3.56 1.59
C -1.1693 -0.0033 0.9447 -0.09 -0.91 -2.12
C 1.7325 0.3965 1.4170 0.15 -0.67 0.28
C -0.4462 -0.9812 -1.1074 -0.53 -3.06 -0.41
C -0.4508 0.4447 -1.5035 2.15 0.84 1.84
N 1.5231 1.4853 1.8326 -0.34 1.23 0.67
O 1.7989 -0.7417 1.2010 0.52 -0.63 -0.48
S -1.2052 1.3704 -0.1931 0.28 0.02 0.19
Br 1.6074 1.1462 -1.9520 -1.16 -0.48 0.42
H -1.0264 -2.0488 0.7714 0.24 -1.95 0.67
H -1.5338 0.1326 1.9389 -0.11 0.01 0.37
H 0.3487 -1.7537 -1.3289 -0.12 1.66 -0.11
H -1.2880 -1.4686 -1.6085 -0.28 0.17 -0.70
H -0.8397 0.7426 -2.4102 -0.66 0.22 -1.87
H 1.8168 2.4277 1.7076 0.17 0.00 -0.33